1.
{"formula": "C3H8N2S", "method": "ωB97M-V with the def2-TZVPD basis set", "elements": ["C", "C", "C", "H", "H", "H", "H", "H", "H", "H", "H", "N", "N", "S"], "coordinates": [[-2.8398, -0.3245, 0.0962], [0.4300, 0.7662, -0.4177], [2.9573, 0.0130, 0.2470], [-3.4046, 0.4048, -0.4595], [-3.3331, -1.3342, -0.0382], [-2.9177, -0.1049, 1.1637], [-0.8965, -1.1332, 0.0069], [0.9524, 1.7170, -0.4417], [2.8492, 0.1537, 1.3197], [3.7607, -0.7126, 0.1173], [3.2859, 0.9072, -0.2950], [-1.5057, -0.4416, -0.4123], [-0.8154, 0.7640, -0.3870], [1.4773, -0.6749, -0.4994]], "forces_ev_per_a": [[-0.9, -1.9, 0.4], [1.4, -0.2, -0.1], [0.6, -0.1, -0.2], [0.0, 0.3, -0.3], [0.4, 1.1, 0.0], [0.2, 0.2, 0.1], [-0.4, -0.6, 0.2], [0.0, 0.0, 0.0], [-0.1, 0.3, -0.1], [-0.1, -0.1, -0.1], [-0.2, 0.0, 0.4], [1.4, 1.0, -0.4], [-1.8, 0.0, -0.1], [-0.3, 0.0, 0.0]], "de_lowest_ev": 1.971, "smiles": "CN/N=C\\SC", "energy_ev": -17054.7598}

2.
{"formula": "C3H8N2S2", "method": "ωB97M-V with the def2-TZVPD basis set", "elements": ["C", "C", "C", "H", "H", "H", "H", "H", "H", "H", "H", "N", "N", "S", "S"], "coordinates": [[-2.7570, -0.5990, 0.4593], [0.4819, -0.5871, 0.1118], [0.3629, 0.7121, 0.8961], [-3.0198, -1.6756, 0.4946], [-3.6664, -0.0464, 0.2914], [-2.3767, -0.3348, 1.4750], [-1.6804, 0.6254, -0.8159], [-0.5152, -1.8187, -1.1295], [1.1845, 0.7610, 1.6108], [-0.5694, 0.7894, 1.4258], [1.5780, 1.8255, -0.8064], [-1.8390, -0.3487, -0.6417], [-0.6132, -1.0064, -0.5234], [1.9185, -1.3998, 0.0214], [0.4380, 2.1626, -0.2210]], "forces_ev_per_a": [[0.3, -0.8, 0.8], [0.2, 0.4, 0.4], [0.8, -0.2, -0.4], [0.2, 0.6, -0.1], [-0.3, 0.2, -0.2], [-0.1, -0.1, -0.6], [0.1, 0.5, -0.1], [0.1, 0.3, 0.3], [-0.1, 0.0, -0.1], [-0.4, 0.1, 0.2], [0.4, -0.2, -0.2], [-0.1, -0.3, 0.3], [-0.2, -0.6, -0.5], [-0.2, 0.1, 0.0], [-0.5, 0.0, 0.3]], "de_lowest_ev": 1.276, "smiles": "CNNC(=S)CS", "energy_ev": -27890.4204}